The following is a DFT calculation (ωB97M-V/def2-TZVPD) of the molecule C32H34N2O3.

Each line ends with the Löwdin charge.
Atoms and positions in Å:
C1 3.62564 -5.86338 1.46748  -0.11
O1 2.66694 -5.73404 0.44171  -0.21
C2 3.20305 -5.83018 -0.85954  -0.23
C3 2.28936 -5.18044 -1.91245  -0.15
C4 1.21179 -4.23103 -1.37639  -0.16
C5 1.62035 -2.73139 -1.40714  -0.13
C6 1.03900 -1.97933 -0.24185  -0.14
C7 -0.22202 -1.39990 -0.36143  0.06
C8 -0.80057 -0.71114 0.70179  -0.08
C9 -0.12802 -0.61075 1.91356  -0.08
C10 1.12990 -1.19030 2.04813  0.05
C11 1.73110 -1.85811 0.98018  -0.14
C12 3.11678 -2.41266 1.17280  -0.08
C13 4.17836 -1.40015 0.72938  -0.40
C14 5.11738 -1.77529 -0.37945  -0.04
N1 4.29989 -0.25037 1.24503  0.15
C15 -0.78632 0.12489 3.01279  -0.30
O2 -0.63415 -0.13960 4.17456  0.14
C16 -1.64243 1.26170 2.56746  -0.08
C17 -1.72558 2.39347 3.35363  0.01
C18 -2.47002 3.46684 2.88302  -0.01
C19 -3.13693 3.42800 1.65969  -0.16
C20 -3.89025 4.66151 1.22614  -0.12
C21 -5.37950 4.47440 1.05889  -0.25
N2 -6.12928 3.76213 1.78052  0.11
C22 -3.06632 2.26639 0.86870  -0.09
C23 -3.71410 2.24458 -0.49431  -0.07
C24 -2.93609 3.09618 -1.48888  -0.20
C25 -3.57314 4.03216 -2.29829  -0.05
C26 -2.82874 4.78228 -3.20357  -0.07
C27 -1.45352 4.60544 -3.31094  -0.05
C28 -0.79803 3.67237 -2.50991  -0.27
C29 0.68378 3.44120 -2.60728  -0.05
C30 -1.55583 2.93063 -1.59931  0.01
C31 -2.31680 1.18287 1.33696  -0.03
C32 -2.14504 -0.08971 0.57909  -0.29
O3 -3.00966 -0.60771 -0.07636  0.13
H1 4.55690 -5.35577 1.21352  0.08
H2 3.22731 -5.37613 2.35252  0.09
H3 3.82599 -6.90900 1.69507  0.09
H4 4.21400 -5.42208 -0.91158  0.11
H5 3.30238 -6.89084 -1.11291  0.12
H6 2.92506 -4.59377 -2.57451  0.11
H7 1.83725 -5.94236 -2.53755  0.10
H8 0.35795 -4.31694 -2.04424  0.11
H9 0.85306 -4.50915 -0.39223  0.11
H10 2.69416 -2.61453 -1.47996  0.09
H11 1.18909 -2.29711 -2.30537  0.12
H12 -0.76502 -1.47558 -1.29324  0.13
H13 1.62566 -1.12049 3.00584  0.13
H14 3.25398 -3.32487 0.60537  0.08
H15 3.25030 -2.65595 2.22331  0.13
H16 4.94492 -2.78324 -0.74260  0.06
H17 6.14861 -1.62962 -0.08064  0.08
H18 4.92845 -1.10131 -1.21328  0.09
H19 3.59762 -0.10810 1.97114  0.05
H20 -1.22472 2.45750 4.30491  0.12
H21 -2.51036 4.35852 3.49094  0.11
H22 -3.72213 5.44268 1.96231  0.12
H23 -3.46755 5.02444 0.28950  0.11
H24 -5.84094 5.03074 0.24734  0.10
H25 -5.57230 3.28291 2.49369  0.06
H26 -4.74482 2.57356 -0.43759  0.11
H27 -3.74664 1.23468 -0.87974  0.11
H28 -4.63940 4.18020 -2.22767  0.11
H29 -3.32093 5.51329 -3.82648  0.10
H30 -0.86554 5.17595 -4.01500  0.10
H31 0.87863 2.44928 -3.00885  0.08
H32 1.14456 4.17660 -3.25628  0.07
H33 1.11925 3.47359 -1.61213  0.08
H34 -1.02574 2.22136 -0.97801  0.12

Atoms 1-2, force components in eV/Å:
-0.2 0.0 0.0
0.1 0.5 0.0

**Highest occupied orbital energy**: -9.066 eV
**SMILES**: [H]/N=C\Cc1ccc2c(c1Cc1cccc(C)c1)C(=O)c1cc(CCCCOC)c(C/C(C)=N\[H])cc1C2=O
**Electronic energy**: -1575.0041 a.u.
**LUMO energy**: -0.642 eV